Record 1
{
  "formula": "C4H13O4",
  "method": "the ωB97M-V functional and the def2-TZVPD basis",
  "molar_mass_g_mol": 125.1,
  "charge": -1,
  "homo_lumo_gap_ev": 8.54,
  "e_tot_ev": -12549.6915,
  "lumo_energy_ev": 3.966,
  "e_homo_ev": -4.6,
  "elements": ["C", "O", "C", "C", "C", "O", "H", "H", "H", "H", "H", "H", "H", "H", "H", "H", "H", "O", "H", "H", "O"],
  "positions_angstrom": [[-1.946, -0.286, 0.312], [-2.209, -1.369, -0.545], [-0.607, -0.504, 1.053], [0.646, -0.490, 0.115], [1.910, -0.407, 1.050], [0.682, 0.553, -0.787], [-2.695, -0.012, 1.068], [-1.785, 0.675, -0.199], [-0.529, 0.393, 1.693], [-0.635, -1.402, 1.674], [0.859, -1.430, -0.415], [2.061, 0.645, 1.281], [2.761, -0.840, 0.517], [1.886, -1.009, 1.961], [0.029, 0.188, -2.042], [-0.124, -1.144, -2.749], [-2.040, -0.983, -1.432], [-0.484, -0.254, -2.874], [0.421, 1.937, -0.285], [1.311, 2.813, 0.541], [0.485, 2.925, 0.061]],
  "forces_ev_per_a": [[1.889, 0.900, 1.018], [-0.672, 0.679, -0.823], [-0.267, 0.669, -0.836], [1.010, 0.176, 1.061], [-0.174, -0.382, -0.537], [-0.332, -0.296, 0.108], [-0.485, -0.870, -0.236], [-0.159, -0.388, -0.502], [0.266, -0.323, 0.106], [0.026, -0.052, 0.020], [-0.939, -0.386, -0.029], [0.268, 0.028, 0.167], [0.165, 0.551, -0.206], [-0.514, 0.105, 0.229], [-0.482, -0.074, -0.407], [-0.214, 0.052, -0.378], [0.084, -0.580, 0.289], [0.443, -0.185, 0.845], [0.063, 0.767, -0.008], [0.035, 0.367, 0.064], [-0.013, -0.756, 0.057]]
}

Record 2
{
  "formula": "C4H14InN4O4",
  "method": "the ωB97M-V functional and the def2-TZVPD basis",
  "molar_mass_g_mol": 297.0,
  "charge": 3,
  "homo_lumo_gap_ev": 9.13,
  "e_tot_ev": -23661.9345,
  "lumo_energy_ev": -12.423,
  "e_homo_ev": -21.5,
  "elements": ["In", "C", "C", "O", "O", "H", "H", "H", "H", "H", "H", "C", "O", "N", "N", "H", "H", "H", "H", "C", "O", "N", "N", "H", "H", "H", "H"],
  "positions_angstrom": [[0.258, 1.372, -0.107], [1.663, -0.653, -1.693], [1.013, -1.388, -0.458], [0.433, -0.573, 0.478], [1.059, 0.642, -1.900], [1.705, -1.378, -2.505], [2.716, -0.434, -1.515], [1.710, -2.132, -0.072], [0.172, -1.956, -0.857], [0.198, -1.274, 1.090], [1.409, 0.843, -2.771], [0.445, 1.218, 2.661], [0.393, 1.558, 1.480], [-0.269, 0.260, 3.219], [1.313, 1.679, 3.502], [-0.287, 0.084, 4.214], [-0.939, -0.155, 2.588], [2.051, 2.304, 3.210], [1.159, 1.438, 4.471], [-1.762, 0.037, -1.506], [-0.967, 0.555, -0.738], [-1.864, 0.414, -2.768], [-2.451, -0.994, -1.283], [-1.367, 1.277, -2.931], [-2.492, -0.040, -3.415], [-3.213, -1.207, -1.910], [-2.088, -1.496, -0.485]],
  "forces_ev_per_a": [[12.367, 9.612, -10.305], [1.621, -1.465, 2.674], [0.589, -1.949, -4.531], [2.085, -3.321, 3.105], [0.915, -0.837, -1.731], [-0.837, 0.524, -0.544], [0.109, -0.122, 0.349], [0.274, 0.326, 0.205], [0.156, -0.465, -0.436], [-0.307, 0.534, 1.369], [0.081, 1.288, -0.510], [1.340, -1.151, 5.444], [1.371, 4.485, 15.284], [-2.024, -0.869, -2.265], [1.261, 1.609, 0.122], [-0.156, -0.211, -0.109], [-0.580, -0.169, 0.975], [-0.040, 0.269, 0.446], [0.798, 0.352, 0.131], [-1.998, 0.123, -6.124], [-15.236, -6.745, -5.830], [1.198, 2.257, 0.163], [-0.959, -2.738, 3.098], [-0.697, 0.044, -1.196], [0.221, 0.419, -0.328], [-0.055, -0.922, 0.529], [-1.497, -0.879, 0.014]]
}

Record 3
{
  "formula": "C4H14N",
  "method": "the ωB97M-V functional and the def2-TZVPD basis",
  "spin_multiplicity": 2,
  "molar_mass_g_mol": 76.2,
  "homo_lumo_gap_ev": [4.40, 12.82],
  "e_tot_ev": -5861.3851,
  "lumo_energy_ev": [0.910, 0.729],
  "e_homo_ev": [-3.5, -12.1],
  "elements": ["C", "C", "H", "H", "H", "H", "H", "H", "C", "N", "C", "H", "H", "H", "H", "H", "H", "H", "H"],
  "positions_angstrom": [[2.264, -0.123, -0.186], [2.225, 1.039, -1.182], [1.286, -0.508, 0.125], [2.764, 0.092, 0.759], [2.695, -1.047, -0.583], [1.646, 0.673, -2.026], [1.804, 1.926, -0.715], [3.257, 1.285, -1.424], [-1.182, -1.494, 0.440], [-2.234, -0.420, 0.578], [-1.614, 0.936, 0.496], [-1.706, -2.404, 0.167], [-0.583, -1.154, -0.367], [-0.539, -1.439, 1.311], [-2.865, -0.500, 1.414], [-2.860, -0.586, -0.261], [-1.006, 1.036, 1.393], [-2.358, 1.721, 0.456], [-0.995, 0.967, -0.395]],
  "forces_ev_per_a": [[-0.403, -0.815, 0.694], [0.283, -0.898, 0.956], [-0.133, 0.608, -0.155], [0.241, 0.191, -0.159], [0.454, 0.334, -0.258], [0.120, 0.601, -0.362], [-0.322, 0.017, -0.191], [-0.103, 0.024, -0.511], [-0.705, 0.926, 0.533], [0.230, -0.009, -0.922], [0.182, -0.200, 0.330], [0.248, -0.331, 0.479], [0.417, -0.038, -1.000], [-0.234, -0.662, 0.407], [0.219, -0.200, 0.179], [-0.284, 0.323, 0.004], [0.089, 0.186, -0.057], [-0.309, -0.091, 0.052], [0.012, 0.035, -0.019]]
}

Record 4
{
  "formula": "C4H14N",
  "method": "the ωB97M-V functional and the def2-TZVPD basis",
  "molar_mass_g_mol": 76.2,
  "charge": 1,
  "homo_lumo_gap_ev": 9.40,
  "e_tot_ev": -5856.6501,
  "lumo_energy_ev": -4.155,
  "e_homo_ev": -13.6,
  "elements": ["C", "N", "H", "H", "H", "H", "H", "H", "C", "C", "C", "H", "H", "H", "H", "H", "H", "H", "H"],
  "positions_angstrom": [[1.903, 1.581, 1.570], [2.287, 1.842, 0.103], [2.898, 1.456, 2.077], [1.372, 0.611, 1.626], [1.363, 2.541, 1.864], [1.646, 2.515, -0.416], [3.274, 2.060, -0.345], [2.095, 1.011, -0.517], [-2.842, -1.471, -0.592], [-1.424, -1.352, 0.032], [-0.386, -0.974, -0.923], [-3.537, -1.895, 0.074], [-3.348, -0.571, -0.991], [-2.506, -2.266, -1.354], [-1.529, -0.491, 0.820], [-1.042, -2.172, 0.705], [0.486, -0.299, -0.491], [-0.774, -0.290, -1.738], [0.066, -1.835, -1.504]],
  "forces_ev_per_a": [[1.541, 1.073, -0.082], [0.176, -0.323, -4.563], [-1.224, 0.338, -0.104], [-0.073, 0.969, -0.117], [0.613, -1.787, 0.087], [0.811, -0.464, 1.299], [-1.799, -0.036, 2.342], [-0.089, 0.198, 1.130], [2.449, -1.883, -1.510], [-1.341, 2.458, 4.171], [2.595, 1.845, -2.748], [-0.694, -0.795, 0.904], [1.056, -0.354, -0.124], [-1.853, 1.155, 0.234], [0.390, -1.154, -1.155], [-1.009, 0.243, -1.023], [-1.336, -1.627, -0.407], [0.102, -0.703, 0.819], [-0.315, 0.847, 0.850]]
}

Record 5
{
  "formula": "C4H14N",
  "method": "the ωB97M-V functional and the def2-TZVPD basis",
  "molar_mass_g_mol": 76.2,
  "charge": 1,
  "homo_lumo_gap_ev": 10.83,
  "e_tot_ev": -5857.4782,
  "lumo_energy_ev": -3.761,
  "e_homo_ev": -14.6,
  "elements": ["C", "C", "H", "H", "H", "H", "H", "H", "C", "N", "C", "H", "H", "H", "H", "H", "H", "H", "H"],
  "positions_angstrom": [[2.642, 0.052, 0.349], [2.376, 0.668, -1.082], [1.923, 0.425, 1.127], [3.702, 0.405, 0.567], [2.572, -1.056, 0.355], [1.322, 0.726, -1.322], [2.801, 1.734, -1.120], [2.950, 0.171, -1.892], [-1.251, -1.363, 0.507], [-2.461, -0.525, 0.261], [-1.991, 0.948, 0.083], [-1.655, -2.366, 0.733], [-0.564, -1.193, -0.492], [-0.638, -0.880, 1.326], [-3.124, -0.622, 1.069], [-2.970, -0.804, -0.604], [-1.388, 1.114, 0.950], [-2.867, 1.572, 0.064], [-1.381, 0.996, -0.876]],
  "forces_ev_per_a": [[0.650, 0.704, -0.792], [1.373, 1.094, 0.637], [0.784, -0.039, -0.682], [-1.417, -0.854, 0.363], [0.264, 0.652, -0.067], [-0.264, -0.091, -0.293], [-0.868, -1.374, 0.241], [-0.589, -0.107, 0.603], [1.705, 0.755, -1.838], [-0.280, 1.362, -0.105], [-0.090, -1.482, -1.112], [1.054, 0.293, -0.281], [-1.764, -1.161, 2.526], [-0.973, -0.869, -0.662], [0.613, 0.306, -0.910], [0.438, -0.015, 0.839], [0.393, 0.509, 0.335], [-0.148, 0.342, -0.133], [-0.882, -0.025, 1.332]]
}

Record 6
{
  "formula": "C4H14N",
  "method": "the ωB97M-V functional and the def2-TZVPD basis",
  "molar_mass_g_mol": 76.2,
  "charge": 1,
  "homo_lumo_gap_ev": 9.38,
  "e_tot_ev": -5856.5617,
  "lumo_energy_ev": -4.303,
  "e_homo_ev": -13.7,
  "elements": ["C", "N", "H", "H", "H", "H", "H", "H", "C", "C", "C", "H", "H", "H", "H", "H", "H", "H", "H"],
  "positions_angstrom": [[-3.087, 1.286, 2.031], [-1.855, 0.789, 1.358], [-4.027, 0.715, 1.758], [-2.903, 1.112, 3.171], [-3.338, 2.405, 1.831], [-2.090, 0.505, 0.348], [-1.293, 0.168, 1.952], [-1.134, 1.583, 1.306], [1.563, -1.917, -0.825], [1.368, -0.720, -1.689], [2.346, 0.438, -1.340], [2.527, -2.233, -0.400], [1.158, -2.785, -1.290], [1.108, -1.901, 0.150], [0.292, -0.608, -1.710], [1.526, -0.992, -2.749], [3.001, 0.564, -2.308], [1.729, 1.289, -1.183], [3.110, 0.302, -0.410]],
  "forces_ev_per_a": [[-1.885, 0.866, 2.593], [1.177, 2.165, -1.675], [1.519, 0.345, 0.088], [-0.549, 0.625, -2.102], [0.971, -2.043, 0.209], [1.006, -0.118, 1.905], [-0.760, -0.952, -0.649], [-1.427, -0.915, -0.402], [0.686, -1.605, 1.325], [1.471, -0.661, -0.423], [1.966, -0.769, -0.710], [0.609, 0.557, -1.253], [-0.349, -0.866, -0.401], [-1.190, 0.682, 0.505], [-0.376, 1.236, 0.393], [0.292, -0.075, 0.473], [-1.104, 0.245, 2.165], [0.075, 1.293, 0.155], [-2.133, -0.012, -2.197]]
}

What are the energy relative to the best compared isomer or geometry (same formula, charge and spin) values for these records? In order: 12.5; 92.1; 19.0; 50.8; 31.7; 52.9 kcal per mole.